(P)
Formula: C19H21N3O2
Source: the OMol25 dataset
Level of theory: the ωB97M-V functional and the def2-TZVPD basis

```
! RIJCOSX wB97M-V def2-TZVPD def2/J DEFGRID3
* xyz 0 1
C -5.368 -1.105 0.210
C -4.310 -0.657 -0.790
C -3.304 0.283 -0.141
O -3.385 0.658 1.006
N -2.313 0.622 -1.017
N -1.208 1.426 -0.976
C -0.980 2.453 -0.259
C -1.809 3.108 0.795
C 0.328 3.128 -0.571
C 1.569 2.405 -0.028
O 2.453 3.001 0.544
N 1.557 1.082 -0.309
C 2.583 0.151 -0.109
C 3.917 0.542 -0.085
C 4.919 -0.406 0.015
C 4.602 -1.753 0.074
C 3.277 -2.145 0.063
C 2.253 -1.207 -0.011
C 0.855 -1.668 0.086
C 0.019 -1.161 1.080
C -1.252 -1.675 1.258
C -1.714 -2.686 0.431
C -0.902 -3.176 -0.579
C 0.378 -2.677 -0.745
H -5.898 -0.244 0.607
H -4.900 -1.622 1.043
H -6.082 -1.772 -0.266
H -3.777 -1.521 -1.192
H -4.780 -0.130 -1.625
H -2.293 0.095 -1.882
H -1.164 3.538 1.558
H -2.383 3.917 0.341
H -2.507 2.411 1.252
H 0.340 4.143 -0.175
H 0.464 3.168 -1.655
H 0.679 0.718 -0.671
H 4.160 1.590 -0.142
H 5.951 -0.090 0.036
H 5.384 -2.495 0.139
H 3.019 -3.191 0.139
H 0.384 -0.385 1.737
H -1.881 -1.288 2.045
H -2.700 -3.100 0.581
H -1.261 -3.961 -1.229
H 1.017 -3.069 -1.524
*
```

LUMO energy ... 0.67 eV
HOMO ... -8.31 eV
Kohn-Sham gap ... 8.98 eV

(Q)
Formula: C19H21N3O2
Source: the OMol25 dataset
Level of theory: the ωB97M-V functional and the def2-TZVPD basis

```
! RIJCOSX wB97M-V def2-TZVPD def2/J DEFGRID3
* xyz 0 1
O -2.802 -1.697 -1.889
C -2.024 -1.184 -1.113
C -0.556 -1.615 -1.064
C -0.037 -1.976 0.349
N 0.767 -3.181 0.269
C 2.107 -2.890 -0.188
C 2.831 -1.954 0.779
N 2.005 -0.807 1.096
C 2.713 0.358 1.613
C 3.458 1.054 0.505
C 2.742 1.675 -0.512
C 3.403 2.286 -1.561
C 4.788 2.283 -1.603
C 5.507 1.669 -0.593
C 4.845 1.052 0.455
C 0.676 -0.754 0.934
O 0.031 0.253 1.214
N -2.313 -0.191 -0.241
C -3.529 0.460 -0.025
C -4.695 0.159 -0.723
C -5.857 0.857 -0.448
C -5.876 1.853 0.513
C -4.716 2.153 1.209
C -3.550 1.463 0.944
H -0.463 -2.503 -1.690
H 0.045 -0.815 -1.505
H -0.899 -2.188 0.991
H 0.800 -3.653 1.167
H 2.032 -2.421 -1.172
H 2.662 -3.824 -0.290
H 3.074 -2.488 1.709
H 3.764 -1.593 0.336
H 3.398 0.029 2.400
H 1.959 1.023 2.039
H 1.663 1.681 -0.469
H 2.838 2.767 -2.345
H 5.305 2.762 -2.421
H 6.587 1.667 -0.621
H 5.411 0.575 1.243
H -1.549 0.139 0.355
H -4.683 -0.615 -1.472
H -6.758 0.619 -0.995
H -6.788 2.394 0.720
H -4.720 2.928 1.961
H -2.642 1.693 1.484
*
```

LUMO energy ... 0.56 eV
HOMO ... -8.09 eV
Kohn-Sham gap ... 8.65 eV

Most stable one: (Q), least stable one: (P).

(P)
Formula: C3H2N2O4
Source: the OMol25 dataset
Level of theory: the ωB97M-V functional and the def2-TZVPD basis

```
! RIJCOSX wB97M-V def2-TZVPD def2/J DEFGRID3
* xyz 0 1
C 1.581 -0.835 0.789
C 2.204 -0.053 -0.414
C -3.701 -0.149 -0.677
N 0.503 1.013 0.350
N 1.410 1.120 -0.601
O -2.584 0.158 -0.605
O 3.170 -0.412 -1.054
O -4.770 -0.532 -0.577
O 0.491 -0.089 1.135
H 1.870 -1.872 1.055
H -0.173 1.650 0.598
*
```

LUMO energy (spin up / spin down) ... -0.41 / -0.46 eV
HOMO (spin up / spin down) ... -8.45 / -8.39 eV
Kohn-Sham gap (spin up / spin down) ... 8.04 / 7.93 eV

(Q)
Formula: C3H2N2O4
Source: the OMol25 dataset
Level of theory: the ωB97M-V functional and the def2-TZVPD basis

```
! RIJCOSX wB97M-V def2-TZVPD def2/J DEFGRID3
* xyz 0 1
O 1.832 0.341 0.344
C 0.598 0.297 -0.071
C 0.020 -0.587 -1.102
O 0.946 -0.996 -1.963
N -1.148 -1.189 -1.145
O -2.047 -0.915 -0.123
N -1.682 -0.006 0.886
C -0.608 0.590 0.887
O -0.514 1.630 1.773
H 2.040 -0.778 -1.796
H 0.564 1.613 2.307
*
```

LUMO energy ... -1.55 eV
HOMO ... -10.13 eV
Kohn-Sham gap ... 8.57 eV

Most stable one: (P), least stable one: (Q).

(P)
Formula: H3OP
Source: the OMol25 dataset
Level of theory: the ωB97M-V functional and the def2-TZVPD basis

```
! RIJCOSX wB97M-V def2-TZVPD def2/J DEFGRID3
* xyz 0 1
O 0.676 1.407 -0.075
P -0.186 -0.856 -0.259
H 1.459 1.019 -0.469
H -0.458 -0.936 1.104
H -1.491 -0.633 -0.300
*
```

LUMO energy ... -1.52 eV
HOMO ... -10.47 eV
Kohn-Sham gap ... 8.95 eV

(Q)
Formula: H3OP
Source: the OMol25 dataset
Level of theory: the ωB97M-V functional and the def2-TZVPD basis

```
! RIJCOSX wB97M-V def2-TZVPD def2/J DEFGRID3
* xyz 0 1
O 0.236 -1.218 -0.236
P -0.582 1.089 0.269
H -0.462 -1.836 -0.123
H 0.682 1.022 0.918
H 0.127 0.942 -0.828
*
```

LUMO energy (spin up / spin down) ... -1.88 / -1.89 eV
HOMO (spin up / spin down) ... -10.11 / -10.12 eV
Kohn-Sham gap (spin up / spin down) ... 8.23 / 8.23 eV

Most stable one: (P), least stable one: (Q).

(P)
Formula: C2H8N5
Source: the OMol25 dataset
Level of theory: the ωB97M-V functional and the def2-TZVPD basis

```
! RIJCOSX wB97M-V def2-TZVPD def2/J DEFGRID3
* xyz 1 1
C 2.561 0.281 0.127
N 1.254 0.538 -0.431
C 0.140 0.595 0.280
N -0.972 0.995 -0.208
N -2.168 1.248 0.099
N -3.075 0.374 0.035
N -2.892 -0.983 -0.068
H 2.489 -0.434 0.945
H 3.208 -0.132 -0.643
H 3.017 1.201 0.501
H 1.219 0.868 -1.388
H 0.212 0.304 1.330
H -4.026 0.702 0.194
H -3.720 -1.497 -0.341
H -2.062 -1.242 -0.591
*
```

LUMO energy ... -4.10 eV
HOMO ... -13.52 eV
Kohn-Sham gap ... 9.41 eV

(Q)
Formula: C2H8N5
Source: the OMol25 dataset
Level of theory: the ωB97M-V functional and the def2-TZVPD basis

```
! RIJCOSX wB97M-V def2-TZVPD def2/J DEFGRID3
* xyz 1 1
C -1.045 -1.890 0.512
C -0.895 1.678 0.206
N -0.597 -3.021 0.358
N 0.172 -3.911 0.254
N 1.287 0.908 -0.384
N 0.145 0.682 -0.050
N 1.863 2.070 -0.496
H -2.059 -1.680 0.687
H -0.290 -1.135 0.519
H -1.829 1.353 -0.259
H -0.876 1.778 1.253
H -0.569 2.611 -0.409
H 1.420 2.925 -0.813
H 0.445 -4.319 -0.649
H 2.830 1.952 -0.730
*
```

LUMO energy (spin up / spin down) ... -5.78 / -5.78 eV
HOMO (spin up / spin down) ... -12.43 / -12.43 eV
Kohn-Sham gap (spin up / spin down) ... 6.65 / 6.65 eV

(R)
Formula: C2H8N5
Source: the OMol25 dataset
Level of theory: the ωB97M-V functional and the def2-TZVPD basis

```
! RIJCOSX wB97M-V def2-TZVPD def2/J DEFGRID3
* xyz 1 1
C -0.019 1.002 -0.618
C 2.153 -0.977 1.369
N 0.271 0.850 -1.885
N 0.622 0.805 -2.937
N 0.866 0.539 0.337
N 1.247 -0.637 0.362
N -2.462 -0.118 -0.262
H -0.401 1.885 -0.344
H -1.212 0.273 -0.246
H 2.312 -2.000 1.324
H 3.056 -0.452 1.395
H 1.716 -0.719 2.256
H -2.401 -1.106 -0.437
H -3.042 0.365 -0.939
H -2.705 0.292 0.624
*
```

LUMO energy ... -4.24 eV
HOMO ... -12.91 eV
Kohn-Sham gap ... 8.67 eV

(S)
Formula: C2H8N5
Source: the OMol25 dataset
Level of theory: the ωB97M-V functional and the def2-TZVPD basis

```
! RIJCOSX wB97M-V def2-TZVPD def2/J DEFGRID3
* xyz 1 1
C 0.840 1.452 0.285
C 1.452 0.339 -0.004
N 0.591 -0.909 0.300
N -1.582 0.069 0.449
N 2.725 0.040 -0.405
N -2.478 0.600 -0.375
N -0.786 -0.975 -0.122
H 0.091 2.172 0.641
H 0.571 -1.347 1.326
H 3.420 0.740 0.028
H 3.082 -0.904 0.020
H -3.394 0.605 0.066
H -2.341 0.903 -1.408
H -1.265 -1.890 0.305
H -0.925 -0.893 -1.104
*
```

LUMO energy (spin up / spin down) ... -4.99 / -3.90 eV
HOMO (spin up / spin down) ... -12.61 / -12.78 eV
Kohn-Sham gap (spin up / spin down) ... 7.62 / 8.88 eV

Most stable one: (P), least stable one: (S).

(P)
Formula: C10H11N3O2
Source: the OMol25 dataset
Level of theory: the ωB97M-V functional and the def2-TZVPD basis

```
! RIJCOSX wB97M-V def2-TZVPD def2/J DEFGRID3
* xyz 0 1
C -3.637 -0.612 0.008
C -2.852 -1.569 -0.621
C -3.153 0.675 0.185
C -1.578 -1.249 -1.038
C -1.884 1.008 -0.239
C -1.066 0.045 -0.849
C 0.884 1.581 -1.256
C 0.308 0.311 -1.138
C 2.229 0.017 0.635
C 2.056 -0.162 2.109
N 2.019 1.982 -0.750
N 2.603 1.253 0.177
N 2.503 -1.120 -0.120
O 2.242 -2.214 0.370
O 2.993 -0.973 -1.240
H -4.621 -0.869 0.369
H -3.232 -2.569 -0.771
H -3.767 1.418 0.672
H -0.951 -1.991 -1.511
H -1.499 2.003 -0.075
H 0.338 2.399 -1.711
H 0.887 -0.538 -1.457
H 1.607 -1.137 2.287
H 1.411 0.616 2.514
H 3.011 -0.132 2.637
H 3.148 1.829 0.813
*
```

LUMO energy (spin up / spin down) ... -1.36 / -1.36 eV
HOMO (spin up / spin down) ... -8.14 / -8.14 eV
Kohn-Sham gap (spin up / spin down) ... 6.77 / 6.78 eV

(Q)
Formula: C10H11N3O2
Source: the OMol25 dataset
Level of theory: the ωB97M-V functional and the def2-TZVPD basis

```
! RIJCOSX wB97M-V def2-TZVPD def2/J DEFGRID3
* xyz 0 1
C -0.456 -3.508 -0.421
C 0.603 -3.075 0.495
C -1.314 -2.550 -0.875
C 0.411 -1.868 1.161
C -1.397 -1.205 -0.432
C -0.535 -0.865 0.750
C -2.162 -0.280 -1.052
C -2.445 1.130 -0.875
C -6.756 1.211 0.170
C -1.848 2.080 -0.224
N -0.461 0.275 1.256
N -1.180 2.990 0.113
N 1.693 1.488 -0.736
O -6.225 1.663 -0.712
O -7.229 0.730 1.084
H -0.596 -4.578 -0.732
H 1.177 -3.908 0.943
H -1.981 -2.843 -1.740
H 1.233 -1.635 1.910
H -2.600 -0.595 -2.008
H -3.389 1.353 -1.240
H 0.078 0.290 2.193
H -0.843 3.493 0.892
H 1.048 1.099 -0.039
H 2.074 0.736 -1.180
H 0.953 1.869 -1.438
*
```

LUMO energy ... -0.56 eV
HOMO ... -7.52 eV
Kohn-Sham gap ... 6.97 eV

Most stable one: (Q), least stable one: (P).

(P)
Formula: C6H11N2P
Source: the OMol25 dataset
Level of theory: the ωB97M-V functional and the def2-TZVPD basis

```
! RIJCOSX wB97M-V def2-TZVPD def2/J DEFGRID3
* xyz 0 1
C -2.138 -0.731 -0.114
C -2.092 0.563 0.190
C -0.040 -0.351 0.478
C -0.387 -2.617 -0.318
C -0.282 1.980 1.108
C 2.695 0.667 -0.765
N -0.874 -1.281 0.021
N -0.818 0.794 0.565
P 3.764 1.566 -1.853
H -3.080 -1.403 -0.367
H -2.894 1.204 0.169
H -1.284 -3.393 -0.094
H -0.187 -2.785 -1.309
H 0.450 -2.657 0.275
H -0.946 2.798 1.171
H 0.203 1.688 2.086
H 0.506 2.279 0.437
H 1.929 1.457 -0.438
H 2.178 -0.122 -1.224
H 3.298 0.345 -0.017
*
```

LUMO energy (spin up / spin down) ... -0.40 / -0.39 eV
HOMO (spin up / spin down) ... -7.58 / -7.53 eV
Kohn-Sham gap (spin up / spin down) ... 7.18 / 7.14 eV

(Q)
Formula: C6H11N2P
Source: the OMol25 dataset
Level of theory: the ωB97M-V functional and the def2-TZVPD basis

```
! RIJCOSX wB97M-V def2-TZVPD def2/J DEFGRID3
* xyz 0 1
C -1.248 -1.779 -0.267
C -1.560 -0.481 0.360
C -0.619 0.630 -0.258
P -1.291 2.249 0.227
N 0.711 0.250 0.128
C 1.645 0.887 0.957
C 2.889 0.297 0.762
N 2.788 -0.658 -0.231
C 1.486 -0.629 -0.584
H -0.266 -2.124 0.014
H -1.271 -1.665 -1.378
H -1.957 -2.581 0.041
H -2.640 -0.331 0.032
H -1.376 -0.515 1.382
H -0.615 0.497 -1.419
H -2.559 2.106 -0.565
H -0.417 2.815 -0.718
H 1.383 1.609 1.712
H 3.825 0.539 1.273
H 1.092 -1.116 -1.467
*
```

LUMO energy ... 0.71 eV
HOMO ... -8.67 eV
Kohn-Sham gap ... 9.38 eV

Most stable one: (Q), least stable one: (P).